This record from the Open Molecules 2025 dataset describes a cluster of 17 separate species, C41H59Cl27F18O16 in total at a distorted geometry. The level of theory is the ωB97M-V functional and the def2-TZVPD basis.

Its energy relative to the best compared isomer or geometry (same formula, charge and spin) is 2.522 eV. For the frontier orbital gap, the calculation gives 0.37185 Eh.

```
! RIJCOSX wB97M-V def2-TZVPD def2/J DEFGRID3
* xyz 0 1
C -9.861 -25.085 18.932
Cl -9.812 -24.356 17.313
Cl -10.988 -26.406 18.864
Cl -10.361 -23.950 20.192
H -8.923 -25.535 19.259
C -11.668 -28.271 14.629
Cl -13.153 -28.628 15.508
Cl -10.363 -29.206 15.228
Cl -11.378 -26.478 14.708
H -11.726 -28.610 13.595
C -8.220 -23.097 12.357
Cl -8.659 -21.516 11.749
Cl -7.218 -23.994 11.212
Cl -9.671 -24.090 12.659
H -7.691 -22.946 13.298
C -3.809 -24.339 10.299
Cl -4.055 -23.154 9.002
Cl -2.304 -24.070 11.209
Cl -4.040 -26.021 9.826
H -4.640 -24.057 10.946
C -14.345 -24.085 15.209
Cl -15.945 -23.471 15.692
Cl -14.528 -25.590 14.344
Cl -13.341 -24.205 16.653
H -13.855 -23.336 14.587
C -6.872 -29.726 12.286
Cl -7.587 -28.296 13.038
Cl -8.118 -30.917 11.876
Cl -5.619 -30.490 13.318
H -6.307 -29.470 11.389
C -12.650 -20.150 9.381
Cl -11.324 -19.056 9.020
Cl -13.902 -19.411 10.406
Cl -12.094 -21.564 10.373
H -13.001 -20.519 8.417
C -4.875 -19.209 13.183
Cl -3.858 -19.709 14.594
Cl -3.761 -18.305 12.072
Cl -6.293 -18.213 13.522
H -5.356 -20.060 12.702
C -10.955 -16.344 11.351
Cl -9.266 -16.668 11.905
Cl -11.315 -14.587 11.414
Cl -12.115 -17.096 12.511
H -11.074 -16.755 10.349
C -6.741 -22.523 15.659
O -5.842 -22.236 14.567
C -4.566 -22.838 14.631
C -4.456 -24.401 14.749
O -5.006 -25.048 13.545
C -4.618 -26.450 13.383
H -7.732 -22.102 15.487
H -6.363 -22.064 16.573
H -6.822 -23.604 15.771
H -3.996 -22.474 15.486
H -3.946 -22.447 13.825
H -4.773 -24.850 15.691
H -3.407 -24.694 14.723
H -4.991 -27.031 14.227
H -3.533 -26.541 13.341
H -5.056 -26.875 12.480
C -8.539 -28.100 9.181
O -7.318 -28.847 9.326
C -6.678 -29.152 8.111
C -5.312 -29.888 8.408
O -5.618 -31.038 9.220
C -4.502 -31.804 9.566
H -8.899 -27.952 10.199
H -9.333 -28.738 8.793
H -8.482 -27.120 8.706
H -6.600 -28.252 7.502
H -7.275 -29.816 7.486
H -4.602 -29.192 8.855
H -4.976 -30.206 7.421
H -4.656 -32.841 9.863
H -4.105 -31.373 10.485
H -3.776 -31.843 8.754
C -5.666 -25.532 1.179
C -5.466 -26.332 2.471
O -5.507 -25.585 3.666
C -5.266 -26.193 4.879
O -5.038 -27.400 5.109
C -5.211 -25.126 6.007
F -6.137 -25.388 6.922
F -4.021 -25.155 6.585
F -5.448 -23.872 5.623
H -6.649 -25.061 1.196
H -5.630 -26.153 0.284
H -4.934 -24.733 1.063
H -4.479 -26.750 2.274
H -6.209 -27.130 2.501
C -8.453 -21.020 18.724
C -7.365 -20.909 19.844
O -6.187 -21.655 19.563
C -6.102 -23.050 19.541
O -7.048 -23.785 19.825
C -4.752 -23.549 19.083
F -3.759 -22.618 18.944
F -4.348 -24.437 19.910
F -4.851 -24.079 17.881
H -8.139 -20.745 17.717
H -9.168 -20.256 19.032
H -8.856 -22.028 18.628
H -7.686 -21.112 20.866
H -6.841 -19.966 19.995
C -9.424 -22.558 3.073
C -8.600 -22.566 4.345
O -9.052 -23.537 5.305
C -9.765 -23.113 6.441
O -10.260 -21.976 6.593
C -10.104 -24.276 7.422
F -9.607 -24.125 8.644
F -11.426 -24.353 7.621
F -9.512 -25.375 6.971
H -9.424 -21.624 2.511
H -10.471 -22.654 3.363
H -9.208 -23.434 2.462
H -8.468 -21.550 4.718
H -7.592 -22.931 4.147
C -10.714 -20.846 14.891
C -12.119 -20.358 15.218
O -12.222 -20.715 16.606
C -13.437 -20.705 17.232
O -14.429 -20.353 16.622
C -13.320 -21.221 18.675
F -12.105 -21.692 18.992
F -13.715 -20.271 19.522
F -14.126 -22.262 18.817
H -10.515 -20.984 13.829
H -10.426 -21.734 15.454
H -9.996 -20.087 15.202
H -12.762 -21.052 14.676
H -12.285 -19.292 15.066
C -11.322 -26.804 10.420
C -12.458 -25.846 10.658
O -13.660 -26.616 10.579
C -14.856 -25.987 10.600
O -14.968 -24.782 10.903
C -16.027 -26.904 10.232
F -16.795 -26.325 9.321
F -15.604 -28.095 9.740
F -16.714 -27.097 11.353
H -11.577 -27.524 9.642
H -11.123 -27.347 11.344
H -10.420 -26.252 10.156
H -12.341 -25.042 9.931
H -12.333 -25.408 11.648
C -4.753 -17.511 5.788
C -4.802 -19.033 5.576
O -5.155 -19.757 6.790
C -6.471 -19.843 7.163
O -7.441 -19.444 6.468
C -6.630 -20.460 8.478
F -7.066 -21.682 8.384
F -5.513 -20.375 9.161
F -7.517 -19.710 9.183
H -5.715 -17.123 6.122
H -4.391 -16.941 4.933
H -4.091 -17.330 6.635
H -3.831 -19.366 5.210
H -5.574 -19.256 4.840
*
```

This record from the Open Molecules 2025 dataset describes a structure of composition C28H35AsN8O4S2Sr. The level of theory is the ωB97M-V functional and the def2-TZVPD basis.

Its energy relative to the best compared isomer or geometry (same formula, charge and spin) is 0.187 eV. For the frontier orbital gap, the calculation gives 0.26202 Eh.

```
! RIJCOSX wB97M-V def2-TZVPD def2/J DEFGRID3
* xyz 0 1
Sr -0.701 -0.333 -0.159
C 2.179 -5.292 -2.450
N 1.387 -4.087 -2.633
C 0.497 -4.100 -3.775
C 1.193 -3.164 -1.629
N 0.113 -2.488 -1.454
N 2.322 -3.024 -0.828
C 2.420 -2.279 0.348
N 3.360 -2.735 1.221
N 1.661 -1.270 0.501
H 3.085 -5.286 -3.062
H 1.584 -6.162 -2.736
H 2.453 -5.431 -1.406
H 1.025 -4.534 -4.623
H 0.217 -3.086 -4.046
H -0.410 -4.692 -3.598
H -0.591 -2.821 -2.103
H 3.147 -3.516 -1.117
H 3.538 -3.726 1.199
H 3.273 -2.364 2.167
H 1.737 -0.874 1.445
S -1.733 2.224 -1.169
C -2.315 2.290 -2.824
C -3.406 3.119 -3.127
C -3.866 3.264 -4.424
C -3.244 2.595 -5.472
C -2.167 1.770 -5.196
C -1.710 1.606 -3.889
As -0.317 0.358 -3.417
C 0.033 -0.521 -5.122
C -0.968 -1.343 -5.641
C -0.752 -2.076 -6.799
C 0.476 -2.007 -7.444
C 1.476 -1.191 -6.934
C 1.253 -0.444 -5.782
C 1.268 1.464 -3.242
C 1.338 2.767 -3.719
C 2.491 3.515 -3.530
C 3.578 2.969 -2.859
C 3.509 1.672 -2.370
C 2.355 0.923 -2.558
H -3.882 3.656 -2.317
H -4.713 3.910 -4.619
H -3.592 2.715 -6.490
H -1.675 1.247 -6.006
H -1.926 -1.410 -5.136
H -1.542 -2.703 -7.194
H 0.650 -2.581 -8.345
H 2.433 -1.128 -7.437
H 2.037 0.196 -5.397
H 0.483 3.200 -4.225
H 2.540 4.531 -3.903
H 4.474 3.558 -2.710
H 4.349 1.245 -1.835
H 2.295 -0.084 -2.155
C -3.413 0.735 2.612
S -1.997 -0.321 2.666
O -2.221 -1.340 1.616
O -1.887 -0.827 4.009
O -0.862 0.520 2.225
H -4.299 0.123 2.760
H -3.436 1.226 1.639
H -3.320 1.470 3.408
C 0.708 -1.885 6.014
N 1.120 -0.750 5.193
C 0.578 0.470 5.408
C 0.850 1.524 4.615
C 1.680 1.262 3.490
N 2.213 0.081 3.266
C 1.965 -0.965 4.102
O 2.445 -2.081 3.916
N 1.963 2.249 2.605
H 0.728 -1.597 7.064
H 1.408 -2.695 5.844
H -0.295 -2.195 5.725
H -0.088 0.540 6.257
H 0.412 2.493 4.794
H 1.342 3.037 2.550
H 2.423 1.970 1.754
*
```

energy relative to the best compared isomer or geometry (same formula, charge and spin) of number 2 (C28H35AsN8O4S2Sr)? 0.187 eV

Among the records above, which one has the lowest energy relative to the best compared isomer or geometry (same formula, charge and spin)? C28H35AsN8O4S2Sr

The highest energy relative to the best compared isomer or geometry (same formula, charge and spin) belongs to which entry? C41H59Cl27F18O16

Among the records above, which one has the highest energy relative to the best compared isomer or geometry (same formula, charge and spin)? C41H59Cl27F18O16